1.
C20H24N4PdSSe | wB97M-V/def2-TZVPD

```
51
Properties=species:S:1:pos:R:3:forces:R:3:mulliken_spin:R:1
Pd -0.102 -0.503 0.381 1.987 0.095 1.265 1.305
C -3.489 -2.997 -0.517 -0.248 0.244 -0.087 0.000
C -2.315 -2.097 -0.492 0.302 -0.160 -0.792 0.093
N -1.884 -1.475 0.547 -1.518 -0.840 2.104 0.034
N -2.605 -1.656 1.765 -1.144 0.106 -1.696 0.004
C -2.135 -1.496 3.001 1.609 -0.237 0.804 0.186
N -2.802 -1.961 4.054 -1.044 -0.420 0.252 0.083
S -0.581 -0.673 3.472 -1.127 -0.817 -0.439 0.179
C -1.460 -1.932 -1.695 1.267 0.810 -0.206 0.046
C -1.611 -2.579 -2.922 0.011 0.014 0.315 0.014
C -0.753 -2.229 -3.978 0.423 0.182 0.833 0.021
C 0.267 -1.281 -3.775 -0.572 -0.418 0.247 0.018
C 0.458 -0.756 -2.496 -0.430 -0.579 -0.564 0.042
N -0.373 -1.084 -1.508 -1.221 -0.578 -1.326 0.129
H -4.398 -2.477 -0.174 0.171 -0.244 -0.078 0.004
H -3.261 -3.839 0.141 -0.300 -0.153 -0.111 0.005
H -3.672 -3.327 -1.540 -0.135 -0.151 0.361 0.002
H -3.611 -1.882 1.628 0.964 0.161 0.332 0.001
H -3.639 -2.557 4.016 0.595 0.447 -0.317 -0.005
H -2.512 -1.741 5.002 0.131 0.130 -0.376 0.001
H -2.343 -3.396 -3.032 0.372 0.694 -0.148 0.003
H -0.853 -2.773 -4.904 0.033 0.202 -0.244 0.000
H 0.940 -0.973 -4.559 0.001 -0.135 -0.190 0.001
H 1.303 -0.108 -2.249 -0.376 -0.199 -0.121 -0.003
Se 2.292 -1.365 0.945 0.165 0.663 -0.171 0.804
C 3.515 -0.281 0.051 0.607 -0.530 0.294 0.030
C 4.852 -0.735 0.150 0.004 0.211 -0.076 0.105
C 5.826 -0.174 -0.646 0.285 0.250 0.148 -0.050
C 5.533 0.881 -1.511 -0.054 -0.407 0.372 0.136
C 4.241 1.386 -1.535 -0.349 0.985 -0.385 -0.022
C 3.243 0.837 -0.754 -0.379 -0.061 -0.065 0.037
H 5.141 -1.485 0.880 -0.239 -0.077 -0.222 -0.002
H 6.836 -0.519 -0.512 0.239 -0.060 -0.206 0.000
H 6.294 1.346 -2.120 0.105 -0.096 0.010 0.003
H 4.048 2.279 -2.155 -0.079 -0.628 0.402 0.002
H 2.244 1.262 -0.745 0.031 -0.007 -0.064 0.024
C -0.776 2.982 -0.371 -0.637 0.003 -0.351 0.044
C -0.778 2.623 1.116 -0.314 0.066 -0.305 -0.061
C -2.173 2.889 1.692 -0.142 0.653 0.765 0.031
C 0.340 3.327 1.860 0.092 0.460 1.271 0.032
C -0.609 1.178 1.429 0.069 1.305 -2.770 0.218
C -0.588 0.709 2.598 0.240 -0.879 2.805 0.512
H -0.976 4.059 -0.538 -0.042 -0.546 0.294 0.000
H -1.562 2.400 -0.885 0.266 0.315 0.102 -0.004
H 0.160 2.783 -0.880 0.387 -0.197 0.085 -0.003
H -2.374 3.953 1.757 -0.047 0.239 -0.164 0.003
H -2.274 2.491 2.709 0.161 0.162 -0.101 -0.006
H -2.955 2.426 1.107 -0.155 -0.137 -0.365 -0.001
H 0.310 4.402 1.733 -0.241 0.284 -0.065 0.002
H 1.312 3.022 1.503 0.341 -0.301 -0.193 0.000
H 0.311 3.112 2.957 -0.065 0.178 -0.860 0.000
```
Forces are in eV/Å.

Orbital gap (spin up / spin down), Eh: 0.18541 / 0.21546
ΔE to the lowest compared entry with this formula, charge and spin, kcal per mole: 0.0
Total charge: +2
Total energy, a.u.: -3922.2578
<S²>: 6.035
Spin multiplicity: 5
Molecular weight, u: 537.89

2.
C20H24N6O | wB97M-V/def2-TZVPD

```
51
Properties=species:S:1:pos:R:3:forces:R:3:mulliken_charge:R:1
O -2.193 -3.115 0.367 0.031 -0.348 -0.044 -0.718
C -1.943 -1.933 0.521 0.436 0.048 0.188 0.345
C -0.570 -1.500 1.042 -0.058 -0.153 0.091 -0.093
C -0.520 -0.182 1.829 0.123 -0.129 -0.124 -1.113
C -0.476 1.000 0.934 0.211 0.014 0.257 0.589
N -1.499 1.617 0.382 -0.160 -0.431 0.564 0.096
N -1.068 2.603 -0.398 0.262 0.880 -0.723 -1.135
C 0.247 2.608 -0.336 -0.169 -0.546 0.432 0.510
C 1.245 3.398 -0.948 0.559 -0.077 0.049 -0.678
C 2.536 3.094 -0.672 -0.415 0.223 -0.256 -0.392
C 2.849 2.007 0.218 -0.868 -0.083 0.201 0.411
N 4.145 1.750 0.518 0.474 0.215 -0.001 -0.153
C 4.513 0.537 1.228 -0.080 -0.121 -0.014 -1.340
C 4.309 -0.689 0.371 0.007 -0.055 0.076 0.637
C 3.240 -1.544 0.601 0.112 -0.038 0.019 -0.003
C 3.020 -2.631 -0.226 -0.033 -0.085 -0.012 -0.687
C 3.869 -2.873 -1.294 -0.037 -0.055 -0.038 -0.449
C 4.939 -2.026 -1.528 0.076 0.022 -0.094 -0.568
C 5.157 -0.939 -0.701 -0.047 -0.020 0.077 -0.389
N 1.928 1.275 0.797 1.065 -0.351 0.306 -1.050
N 0.667 1.592 0.508 -0.875 0.854 -0.733 0.729
N -2.807 -0.945 0.254 -0.273 0.399 -0.029 -0.057
C -4.127 -1.172 -0.287 -0.293 -0.417 -0.102 -0.390
C -4.284 -0.473 -1.640 0.053 -0.073 0.019 -0.985
C -4.544 0.998 -1.288 -0.031 0.083 -0.124 -0.527
C -5.104 0.999 0.148 -0.125 0.076 0.063 -0.648
C -5.184 -0.473 0.571 0.053 -0.063 0.004 -0.885
H 0.104 -1.445 0.182 0.028 -0.046 0.019 0.202
H -0.217 -2.315 1.677 -0.056 -0.009 -0.093 0.388
H -1.388 -0.108 2.486 0.079 0.066 0.024 0.376
H 0.387 -0.166 2.436 -0.096 -0.006 0.047 0.463
H 0.953 4.198 -1.607 0.016 0.096 -0.074 0.472
H 3.351 3.652 -1.107 0.053 0.087 -0.055 0.332
H 4.832 2.133 -0.112 -0.110 -0.013 0.057 0.279
H 3.886 0.478 2.119 0.177 -0.031 0.015 0.373
H 5.560 0.635 1.526 -0.114 0.006 0.031 0.519
H 2.579 -1.351 1.431 -0.093 0.042 0.095 0.302
H 2.185 -3.290 -0.041 -0.085 -0.061 0.020 0.433
H 3.697 -3.719 -1.941 -0.016 -0.073 -0.050 0.395
H 5.607 -2.213 -2.357 0.053 -0.025 -0.061 0.375
H 5.996 -0.282 -0.887 0.102 0.069 -0.021 0.377
H -2.534 0.029 0.334 0.108 -0.079 0.019 0.366
H -4.267 -2.254 -0.345 0.013 0.176 0.005 0.589
H -3.402 -0.602 -2.266 -0.001 -0.082 -0.060 0.389
H -5.140 -0.901 -2.163 -0.033 -0.035 -0.029 0.396
H -5.241 1.450 -1.992 0.047 0.070 -0.037 0.428
H -3.617 1.568 -1.323 0.012 0.062 -0.055 0.109
H -6.081 1.477 0.201 0.017 0.073 0.068 0.434
H -4.429 1.545 0.806 -0.008 0.063 0.047 0.197
H -5.000 -0.613 1.635 -0.043 -0.083 0.042 0.378
H -6.164 -0.888 0.334 -0.051 -0.035 -0.005 0.370
```
Forces are in eV/Å.

Orbital gap, Eh: 0.32611
ΔE to the lowest compared entry with this formula, charge and spin, kcal per mole: 14.1
SMILES: O=C(CCc1nnc2ccc(NCc3ccccc3)nn12)NC1CCCC1
Total energy, a.u.: -1180.3127
Molecular weight, u: 364.45

3.
C20H24N7O5SV | wB97M-V/def2-TZVPD

```
58
Properties=species:S:1:pos:R:3:forces:R:3:mulliken_spin:R:1
V 1.063 0.044 -0.429 0.195 -0.101 0.689 1.099
N 2.364 1.073 1.357 0.097 -0.335 -0.138 0.028
C 3.378 0.094 1.762 -0.105 0.113 0.048 0.005
C 3.668 -0.828 0.603 -0.256 -0.025 -0.316 0.003
O 4.537 -1.665 0.644 0.098 -0.021 -0.020 -0.009
N 2.840 -0.605 -0.491 0.464 -0.341 -0.335 -0.059
C 3.220 -1.265 -1.740 -0.159 0.051 0.345 0.001
C 1.942 -1.667 -2.436 -0.238 0.164 0.372 0.004
O 1.854 -2.401 -3.374 -0.104 -0.066 -0.152 -0.004
O 0.857 -1.093 -1.850 0.404 -0.314 -0.449 -0.017
H 2.794 1.816 0.815 -0.062 0.060 0.013 -0.002
H 1.921 1.499 2.161 -0.098 0.023 -0.069 0.000
H 3.004 -0.505 2.594 -0.030 -0.006 0.011 0.000
H 4.324 0.529 2.081 0.019 0.046 0.035 0.001
H 3.854 -2.133 -1.569 0.030 -0.029 0.002 -0.002
H 3.756 -0.575 -2.396 0.057 -0.002 -0.032 -0.002
N -1.209 0.100 -0.876 0.273 0.097 -0.326 0.002
C -1.768 1.343 -1.478 0.128 -0.095 0.110 0.000
C -0.776 2.007 -2.442 -0.057 -0.164 0.089 0.001
C 0.352 2.573 -1.630 0.030 -0.643 0.154 0.000
O 0.490 3.703 -1.294 0.205 0.195 0.004 -0.004
O 1.204 1.575 -1.198 -0.096 1.756 -0.610 -0.040
H -1.214 -0.645 -1.569 -0.084 -0.052 0.026 0.002
H -1.817 -0.211 -0.127 0.032 0.010 0.041 0.004
H -2.002 2.035 -0.670 -0.049 -0.006 0.034 -0.001
H -2.693 1.121 -2.009 -0.053 -0.004 -0.016 0.000
H -1.253 2.819 -2.984 -0.081 -0.012 0.005 0.000
H -0.397 1.262 -3.144 0.014 0.058 -0.072 0.000
N -1.548 0.651 3.354 -0.062 0.057 0.087 0.001
C -1.827 1.997 3.186 -0.113 -0.133 0.151 0.005
C -2.634 2.875 3.906 0.037 -0.024 -0.017 0.000
C -2.689 4.171 3.441 0.023 0.029 -0.053 0.000
C -1.959 4.579 2.309 -0.044 0.006 0.041 0.000
C -1.161 3.704 1.606 0.056 0.023 -0.031 -0.002
C -1.109 2.381 2.054 0.172 -0.067 -0.216 0.003
N -0.413 1.280 1.543 -0.271 0.089 0.232 0.004
C -0.705 0.292 2.350 0.139 -0.238 -0.029 0.017
C -0.178 -1.067 2.188 0.035 0.256 -0.349 -0.002
C -0.359 -2.130 3.008 -0.064 -0.129 0.156 0.001
S 0.433 -3.504 2.381 -0.035 -0.170 0.155 0.000
C 0.971 -2.608 1.067 0.083 0.179 -0.100 0.005
N 0.599 -1.351 1.072 -0.354 -0.100 0.574 -0.042
H -1.918 0.054 4.073 0.004 -0.002 -0.006 0.000
H -3.185 2.561 4.783 0.001 0.004 -0.022 0.000
H -3.305 4.892 3.960 0.019 0.002 -0.004 0.000
H -2.026 5.610 1.986 0.004 -0.011 0.021 0.000
H -0.585 4.030 0.750 -0.026 -0.022 -0.009 0.000
H -0.899 -2.176 3.940 0.006 -0.009 -0.033 0.000
H 1.574 -3.047 0.287 -0.003 0.050 -0.011 -0.001
C -1.687 -3.364 -4.375 0.012 0.022 0.052 0.000
C -0.911 -4.201 -3.355 -0.020 0.205 0.229 0.000
C -0.971 -3.599 -2.011 -0.024 -0.149 -0.305 0.000
N -1.021 -3.088 -0.983 -0.198 -0.148 0.009 0.001
H -1.615 -3.828 -5.357 -0.003 -0.002 0.008 0.000
H -1.265 -2.361 -4.441 0.001 -0.016 -0.010 0.000
H -2.740 -3.288 -4.105 0.003 -0.006 -0.009 0.000
H 0.140 -4.249 -3.635 0.049 -0.034 0.013 0.000
H -1.301 -5.216 -3.293 -0.008 -0.019 0.027 0.000
```
Forces are in eV/Å.

Orbital gap (spin up / spin down), Eh: 0.27613 / 0.29617
ΔE to the lowest compared entry with this formula, charge and spin, kcal per mole: 0.0
Total charge: +1
Total energy, a.u.: -2878.1865
<S²>: 0.760
Spin multiplicity: 2
Molecular weight, u: 525.47

Q: What is the formula in the third record?
A: C20H24N7O5SV

Q: total energy of number 2 (C20H24N6O)?
A: -1180.3127 a.u.